# CHN3O4S

An isolated molecule of CHN3O4S at a distorted geometry (ωB97M-V/def2-TZVPD, OMol25).

Each line ends with the Mulliken charge.
Cartesian coordinates (Å):
C  0.3156  -1.7461  0.1923  0.409
N  0.8019  -2.7585  0.4683  -0.394
N  -0.3308  -0.5729  0.0807  0.101
N  0.6021  1.7412  -0.7433  0.905
O  1.0619  2.7745  -0.5203  -0.537
O  0.4323  1.1239  -1.7389  -0.493
O  1.0290  0.8769  1.6964  -0.450
O  -1.7058  -0.7453  -0.4377  -0.437
S  -0.1715  0.9121  0.9143  0.535
H  -2.0347  -1.6057  0.0882  0.362

Output
Gap between HOMO and LUMO = 9.29 eV
Relative energy (zero: lowest compared OMol25 entry of this formula, charge and spin) = 35.6 kcal/mol



# C7H16B2

An isolated molecule of C7H16B2 at a distorted geometry (ωB97M-V/def2-TZVPD, OMol25).

Each line ends with the Mulliken charge.
Cartesian coordinates (Å):
B  0.9365  0.0288  -0.0107  0.185
B  -1.2957  -0.2965  1.1028  0.169
C  0.1525  0.1200  -2.5864  -1.227
C  0.8586  0.4890  -1.5376  0.894
C  1.5494  1.7466  -1.5960  -1.182
C  1.9850  -1.0176  0.4326  -1.012
C  -1.6696  -0.4369  2.6239  -0.928
C  -1.9762  -0.9908  -0.0800  -0.965
C  -0.1207  0.7497  0.8932  -0.388
H  -0.5375  -0.7342  -2.5807  0.269
H  0.2239  0.5810  -3.5008  0.310
H  1.6667  1.8751  -2.7044  0.375
H  2.6300  1.7256  -1.1665  0.252
H  1.1925  2.5671  -0.9944  0.221
H  1.4043  -1.8384  -0.0096  0.335
H  2.2578  -1.3208  1.4368  0.342
H  2.8991  -1.0211  -0.0720  0.381
H  -0.9744  0.2619  3.2239  0.226
H  -1.3244  -1.3596  3.0613  0.357
H  -2.7461  -0.2748  2.9217  0.279
H  -3.0438  -0.8205  0.2426  0.283
H  -1.8727  -2.0807  -0.1989  0.376
H  -2.0007  -0.6179  -1.1554  0.294
H  -0.5632  1.5750  0.3036  0.092
H  0.3688  1.0899  1.9511  0.062

Output
SMILES = C=C(C)B(C)CB(C)C
Gap between HOMO and LUMO = 9.59 eV
Relative energy (zero: lowest compared OMol25 entry of this formula, charge and spin) = 0.0 kcal/mol



# ClCuZn

A structure of composition ClCuZn (ωB97M-V/def2-TZVPD, OMol25).

Each line ends with the Mulliken spin population.
Cartesian coordinates (Å):
Cu  1.3069  0.4447  -1.8410  0.666
Zn  -1.7010  -0.3948  1.6025  -0.016
Cl  0.3941  -0.0499  0.2385  0.350

Output
2S+1 = 2
Gap between HOMO and LUMO (alpha / beta) = 8.72 / 6.90 eV
Relative energy (zero: lowest compared OMol25 entry of this formula, charge and spin) = 0.0 kcal/mol
Charge = +3



Which value of relative energy (zero: lowest compared OMol25 entry of this formula, charge and spin) does entry 3 give?
0.0 kcal/mol